# 1
143
Properties=species:S:1:pos:R:3 method="wB97M-V/def2-TZVPD" total_energy_ha=-4433.5438 total_charge=+1 e_homo_ev="-11.969 / -11.969" spin_multiplicity=2 orbital_gap_ev="9.2 / 2.1" largest_force_ev_per_a=7.00
F -1.59 6.80 -0.11
F 5.36 3.60 3.72
O 3.88 -1.79 -0.11
O -0.05 -3.96 2.29
O -4.94 -5.34 -2.45
O -4.41 3.69 3.41
O 1.67 -1.19 -3.73
O 3.08 0.06 -2.52
O -4.64 1.64 2.63
O -6.30 -7.20 -2.82
O 3.87 4.83 -0.68
O 3.11 0.34 -4.73
O -0.84 -6.19 -5.20
O 3.94 2.05 1.46
O -1.00 0.97 -4.23
O 2.08 3.60 -0.48
O -3.32 5.81 -2.51
O 0.21 2.70 -3.66
O -0.45 -4.64 -3.59
O -1.43 -0.67 0.08
O -0.28 -1.00 7.42
O -3.76 7.64 -3.64
O -0.90 -4.30 0.16
O 4.10 1.75 3.63
O 1.16 -6.01 -4.08
O -2.86 -1.42 -1.35
O -1.95 0.66 -1.42
O -1.64 -5.51 1.83
O 2.21 1.27 2.75
O 1.26 -1.76 5.98
O -0.49 -0.37 5.46
O -5.76 -6.38 -0.73
O -2.68 2.83 2.23
O 5.12 -2.28 1.73
O -3.17 7.64 -1.44
O 2.42 5.55 0.79
O 2.90 -2.43 1.64
O -1.98 3.14 -4.23
C -0.16 0.03 4.20
C -1.02 2.35 -4.05
C 3.32 1.59 2.63
C -2.23 -0.54 -0.94
C -5.68 -6.43 -2.03
C -5.35 -3.06 -1.62
C 5.01 -1.81 -0.97
C 2.75 -2.64 3.04
C 2.73 4.59 -0.15
C 4.09 -2.14 1.13
C -3.37 7.05 -2.66
C -0.03 -3.33 -0.39
C -0.72 -4.59 1.46
C 4.11 6.42 2.23
C -1.53 -6.15 3.09
C 1.07 -1.80 -4.86
C -0.62 0.42 0.33
C -1.84 -4.34 -3.34
C 3.50 6.43 0.82
C 4.55 5.90 -0.11
C -4.70 -4.49 -1.38
C 1.61 -7.23 -4.66
C -0.13 -5.65 -4.38
C 5.33 2.31 1.73
C 5.38 2.36 3.29
C -5.24 -5.20 -0.24
C 0.88 0.24 0.12
C 0.56 4.01 -3.28
C -3.81 2.73 2.69
C -3.11 5.40 -1.20
C 2.64 -0.19 -3.72
C 0.33 -1.06 6.27
C 3.88 1.25 -2.29
C 0.16 -1.77 8.55
C -3.71 4.90 3.76
C -4.55 0.68 1.61
C -1.16 1.48 -0.64
C -2.19 0.27 -4.53
C -2.84 6.67 -0.47
H -2.74 4.95 3.25
H -2.77 0.38 -3.61
H 0.67 0.74 4.30
H -0.40 4.39 -2.95
H -4.92 -2.61 -2.52
H -1.84 2.19 -0.17
H -6.42 -3.25 -1.67
H 0.84 -3.94 -0.65
H 5.73 -2.59 -0.75
H 4.75 -2.15 -1.97
H -3.62 0.11 1.73
H 0.87 4.56 -4.17
H 5.47 -0.83 -1.11
H 0.30 -0.76 3.61
H -2.85 0.67 -5.30
H 0.49 -2.79 8.35
H 1.76 -2.51 -5.31
H -3.99 4.88 -0.83
H 2.86 -3.66 3.41
H -5.20 -2.41 -0.76
H 1.40 3.76 -2.62
H 2.31 -7.00 -5.46
H 0.38 -2.65 0.36
H -2.02 -0.75 -4.88
H 3.09 7.38 0.47
H 0.71 -1.07 -5.59
H -1.93 -3.41 -2.77
H -1.34 -5.42 3.88
H -0.36 2.07 -1.10
H -5.85 -4.43 0.25
H 0.21 -2.44 -4.66
H -1.11 0.44 3.87
H 2.13 -7.65 -3.80
H 0.99 -1.18 8.92
H 1.23 -0.42 0.91
H 3.89 1.60 -1.25
H 5.00 7.04 2.39
H -0.62 -1.76 9.31
H -4.21 5.80 3.40
H 6.28 2.03 3.82
H 5.93 1.57 1.20
H -3.49 6.76 0.40
H 1.73 -2.44 3.37
H -4.40 -5.45 0.41
H -3.66 -4.28 -1.11
H -5.38 -0.02 1.52
H 5.44 5.52 0.41
H 1.36 1.20 0.32
H 4.47 5.42 2.45
H -0.36 -2.86 -1.31
H 3.53 6.64 3.13
H -3.57 4.90 4.84
H 0.91 -8.03 -4.91
H 3.33 -1.98 3.69
H -0.66 -6.80 3.19
H -2.39 -6.74 3.42
H 1.19 0.01 -0.90
H 4.92 0.98 -2.46
H -2.21 -4.22 -4.35
H 4.87 6.73 -0.74
H 3.62 2.17 -2.82
H -2.41 -5.13 -2.84
H -4.45 1.24 0.68
H 5.68 3.25 1.31
H -2.24 4.74 -1.16
H -0.74 0.75 1.37

=====

# 2
136
Properties=species:S:1:pos:R:3 method="wB97M-V/def2-TZVPD" total_energy_ha=-5138.2405 total_charge=+1 e_homo_ev=-10.487 orbital_gap_ev=6.5 largest_force_ev_per_a=8.13
I 4.14 0.38 -4.72
P 1.09 9.95 -0.89
P 2.20 -1.13 -4.95
P -6.79 0.45 6.28
P 4.72 -6.80 4.67
Si -2.84 -1.41 0.57
F -1.09 -6.48 1.42
F 0.93 -5.80 1.21
F -0.31 -5.14 2.90
O 0.02 11.07 -0.40
O -7.73 1.74 5.85
O -5.96 0.38 5.02
O 0.45 8.80 -1.64
O 1.44 10.88 -2.24
O 3.32 -6.05 5.09
O -2.29 1.44 -1.18
O 4.61 -8.07 5.43
O -3.21 -0.08 -2.75
O -6.06 1.33 7.44
O -0.81 -4.42 0.85
O -0.66 1.60 -3.52
O 6.33 -6.78 4.27
O 1.07 9.20 0.59
O 2.60 -2.35 -5.98
O 4.28 -6.95 3.11
O -6.20 -0.94 7.01
N -1.09 -0.68 -1.66
C -2.79 4.31 -1.28
C 4.23 -3.17 -3.82
C -6.50 -2.18 6.35
C 3.47 -6.98 -4.54
C 1.43 2.71 -2.74
C -0.07 0.33 -3.66
C -2.51 5.00 -3.69
C -0.18 -2.33 -0.25
C 5.15 -7.40 2.07
C 0.06 2.62 -2.91
C 2.40 10.33 -3.16
C -5.08 0.85 8.35
C -2.21 3.86 -2.66
C 0.95 -2.46 -1.16
C 2.05 -1.91 -3.26
C -7.28 3.06 6.12
C -0.29 -5.42 1.59
C 2.14 -6.29 4.32
C -0.12 -3.18 1.00
C -0.08 -0.69 -2.52
C 4.24 -4.63 -4.40
C 1.86 -5.21 -5.26
C 3.05 -2.83 -2.95
C -0.69 3.73 -2.48
C 3.61 3.75 -2.09
C 7.24 -6.70 5.38
C -1.22 -1.50 -0.54
C -2.98 0.23 1.53
C -0.07 9.36 1.44
C -3.01 -2.74 1.88
C 2.99 -5.50 -4.26
C -4.40 -1.79 -0.44
C 1.34 4.86 -1.72
C 2.09 3.79 -2.17
C -0.04 4.80 -1.89
C 0.96 -1.65 -2.33
C -0.45 12.15 -1.20
C 1.98 -3.38 -0.89
C 3.03 -3.55 -1.73
B -2.25 0.26 -1.85
H -3.84 4.05 -1.16
H -2.77 5.91 -3.15
H 1.86 5.70 -1.28
H 3.83 -4.24 -1.49
H -3.01 -3.74 1.44
H 2.54 -5.54 -3.26
H 4.31 -7.01 -5.23
H -2.65 5.38 -1.12
H -5.51 0.12 9.03
H 4.46 -4.55 -5.47
H -7.57 -2.31 6.25
H -4.78 -0.84 -0.85
H 2.24 -4.89 -6.23
H -0.97 9.07 0.91
H 4.56 -7.48 1.16
H -0.60 5.66 -1.54
H 3.35 10.14 -2.66
H 3.74 -7.42 -3.57
H 0.90 -3.39 1.33
H -7.27 3.27 7.18
H -6.09 -2.98 6.95
H -1.62 5.21 -4.28
H -4.19 -2.46 -1.28
H 5.56 -8.38 2.30
H -5.20 -2.15 0.21
H 2.23 -5.85 3.33
H 5.94 -6.68 1.90
H -1.22 12.67 -0.62
H 1.17 -6.04 -5.38
H -2.25 3.83 -0.46
H 1.31 -5.81 4.83
H 8.25 -6.65 4.97
H -6.29 3.21 5.68
H 2.10 -2.16 -6.78
H 2.55 11.06 -3.95
H -4.22 0.42 7.82
H -6.03 -2.20 5.36
H -2.36 -2.66 2.75
H -4.73 1.70 8.94
H 7.06 -5.80 5.97
H 0.08 8.70 2.29
H 2.05 1.89 -3.09
H -7.99 3.74 5.65
H -0.14 10.37 1.82
H -3.36 0.07 2.54
H -0.90 11.80 -2.12
H 2.60 -7.54 -4.89
H 1.95 -7.36 4.24
H 0.99 0.53 -3.80
H 2.00 -4.00 -0.01
H 0.35 12.86 -1.41
H 4.05 4.75 -2.17
H -3.18 1.67 -0.88
H -3.35 4.73 -4.33
H 7.15 -7.58 6.01
H -0.49 -2.56 1.82
H -3.67 0.71 -3.05
H 5.11 -3.10 -3.16
H 2.02 9.41 -3.60
H -0.49 -0.15 -4.54
H 3.96 3.18 -1.23
H 1.28 -4.36 -4.88
H -4.03 -2.62 2.26
H 3.94 3.20 -2.97
H -2.00 0.71 1.54
H -3.73 0.84 1.02
H 5.10 -5.16 -3.98
H -2.70 2.94 -2.96
H 4.43 -2.47 -4.62

=====

# 3
139
Properties=species:S:1:pos:R:3 method="wB97M-V/def2-TZVPD" total_energy_ha=-5726.7086 total_charge=-1 e_homo_ev=-7.601 orbital_gap_ev=8.9 largest_force_ev_per_a=4.91
S 9.40 6.85 -2.80
S -4.01 8.80 -0.43
S -3.41 2.88 8.70
S -8.14 -7.26 0.48
S 3.46 5.07 -5.66
S -0.51 -3.33 -6.20
O -3.91 9.64 -1.65
O -2.77 8.71 0.37
O 4.41 4.16 -5.08
O 3.90 6.08 -6.53
O 9.74 6.37 -4.14
O -0.63 -2.80 -7.56
O -0.24 0.84 0.34
O 8.31 7.81 -2.60
O -9.38 -8.06 0.39
O -2.51 0.62 0.36
O 3.64 -7.33 6.90
O -7.94 -6.51 1.74
O 1.61 0.06 1.68
O 4.18 -0.15 -0.63
O -1.96 -2.20 0.51
O 0.26 -1.52 0.50
O -4.10 2.00 9.62
O -3.64 4.31 8.66
O -1.08 -2.67 -5.07
O 3.87 0.00 2.18
O -0.64 -10.81 0.54
O -7.64 0.48 -6.43
O 1.89 -0.01 -0.65
N 8.12 -0.80 8.99
C -1.66 2.50 9.17
C 2.88 0.05 1.44
C -5.44 9.37 0.62
C 9.20 5.36 -1.69
C 0.85 4.58 -5.58
C 4.55 -6.51 6.59
C 3.06 0.00 -0.06
C -4.79 7.25 -0.98
C -0.41 -8.78 1.92
C -0.05 -9.69 0.75
C -1.70 2.30 6.64
C 1.24 5.10 -4.17
C -6.66 -7.13 -1.82
C -7.15 0.71 -5.28
C -1.08 -1.33 0.35
C -3.24 2.19 7.01
C -1.04 1.88 7.93
C -1.41 0.18 0.26
C 7.18 -0.28 8.63
C -0.20 -5.72 -5.07
C 5.99 0.35 8.18
C 11.35 6.54 -0.92
C -6.63 8.57 0.16
C -1.06 -5.12 -6.21
C 1.17 -5.13 -5.16
C 2.13 4.06 -6.41
C 4.38 -5.30 5.54
C -6.40 -8.47 -1.23
C 2.59 5.96 -4.29
C -7.81 -6.39 -1.08
C -6.16 7.12 -0.26
C -6.00 1.74 -5.22
C 1.22 -9.41 0.02
C 10.93 7.56 -1.97
C -6.68 -8.33 0.29
C 1.24 -3.74 -5.78
C -7.62 -0.08 -4.06
C 10.11 5.75 -0.47
C 6.01 -6.77 6.98
B 0.85 -0.14 0.43
H -5.39 -8.70 -1.56
H -0.70 -5.53 -7.15
H -1.75 1.76 9.96
H 1.47 4.26 -3.52
H 1.37 -9.99 -0.89
H -2.15 -5.10 -6.10
H -7.39 -1.14 -4.15
H 8.16 5.13 -1.44
H -1.01 0.79 8.01
H -5.31 10.45 0.50
H -5.70 -6.61 -1.75
H 6.07 -7.42 7.85
H 11.98 6.88 -0.09
H -7.61 -5.41 -0.66
H 9.48 6.49 0.01
H 1.83 -5.88 -5.61
H -8.69 0.11 -4.16
H 2.42 4.09 -7.46
H -5.05 7.40 -2.03
H -0.75 -7.80 1.61
H -4.15 6.38 -0.93
H 1.47 -5.22 -4.11
H 5.72 1.07 8.95
H 3.74 -4.49 5.90
H 5.23 -0.39 7.93
H -6.41 2.71 -5.48
H 3.81 -5.61 4.66
H 0.45 -8.47 2.53
H -7.08 9.06 -0.71
H -5.27 1.55 -6.00
H -7.48 8.58 0.85
H -7.33 0.22 -3.05
H 2.38 3.05 -6.10
H 0.44 5.72 -3.77
H 10.44 4.90 0.12
H 2.34 6.96 -4.63
H -6.90 -7.07 -2.88
H 12.04 5.81 -1.33
H -1.28 3.44 9.56
H -5.14 8.94 1.58
H -0.57 -5.42 -4.09
H -6.93 6.59 -0.82
H -4.02 2.53 6.34
H -6.82 -9.23 0.89
H -1.23 -9.25 2.47
H 1.13 -8.39 -0.34
H 6.32 1.01 7.38
H 6.69 -7.09 6.18
H 0.52 5.48 -6.10
H 1.39 -2.89 -5.11
H -8.76 -6.10 -1.53
H -6.00 6.53 0.65
H 10.63 8.46 -1.43
H -0.37 -6.79 -5.11
H 9.76 4.58 -2.21
H 11.72 7.94 -2.63
H -5.45 1.90 -4.29
H 6.48 -5.83 7.27
H 5.34 -4.95 5.17
H -1.58 3.31 6.24
H -5.81 -7.91 0.78
H 3.40 6.03 -3.57
H -1.48 1.63 5.81
H -7.13 -9.12 -1.72
H 1.87 -3.72 -6.66
H -3.52 1.16 7.20
H 2.06 -9.49 0.72
H -0.01 3.91 -5.58
H 0.01 2.19 7.87